{"formula": "C29H25N7O4Pt", "method": "ωB97M-V/def2-TZVPD", "elements": ["Pt", "C", "O", "C", "C", "C", "C", "C", "C", "N", "N", "C", "C", "C", "C", "O", "C", "N", "C", "C", "C", "C", "H", "H", "H", "H", "H", "H", "H", "H", "H", "H", "H", "H", "N", "C", "C", "O", "O", "H", "H", "H", "H", "C", "C", "N", "C", "C", "C", "C", "C", "C", "C", "C", "N", "C", "N", "H", "H", "H", "H", "H", "H", "H", "H", "H"], "coordinates": [[0.087, 0.501, -2.775], [5.597, -3.511, 8.713], [4.301, -3.819, 8.262], [3.882, -3.294, 7.075], [2.587, -3.641, 6.672], [2.064, -3.168, 5.498], [2.809, -2.289, 4.683], [4.111, -1.959, 5.085], [4.641, -2.457, 6.257], [2.308, -1.735, 3.564], [1.162, -1.956, 3.085], [0.658, -1.602, 1.918], [-0.692, -1.927, 1.650], [-1.293, -1.655, 0.450], [-0.587, -1.009, -0.586], [-1.106, -0.798, -1.764], [0.753, -0.613, -0.327], [1.386, 0.073, -1.329], [2.654, 0.418, -1.165], [3.358, 0.168, 0.005], [2.724, -0.481, 1.054], [1.410, -0.912, 0.897], [5.712, -4.036, 9.661], [5.723, -2.436, 8.877], [6.360, -3.862, 8.011], [2.009, -4.288, 7.314], [1.064, -3.426, 5.186], [4.707, -1.309, 4.463], [5.647, -2.185, 6.536], [-1.248, -2.416, 2.435], [-2.322, -1.931, 0.276], [3.138, 0.925, -1.990], [4.385, 0.486, 0.086], [3.237, -0.661, 1.990], [1.403, 1.872, -3.863], [1.592, 3.158, -3.173], [0.182, 3.706, -2.655], [-0.056, 4.870, -2.926], [-0.503, 2.861, -2.053], [2.309, 1.462, -4.100], [0.919, 2.075, -4.738], [2.018, 3.908, -3.843], [2.235, 3.029, -2.301], [-2.261, 0.133, -6.260], [-1.286, 0.031, -5.288], [-1.332, 0.749, -4.158], [-2.355, 1.568, -3.946], [-3.374, 1.754, -4.884], [-3.306, 1.022, -6.070], [-4.431, 2.745, -4.711], [-5.188, 2.965, -3.631], [-5.198, 2.181, -2.409], [-5.884, 2.634, -1.276], [-5.868, 1.807, -0.166], [-5.239, 0.641, -0.163], [-4.620, 0.306, -1.282], [-4.576, 0.999, -2.397], [-2.192, -0.460, -7.158], [-0.443, -0.639, -5.410], [-2.325, 2.134, -3.024], [-4.068, 1.142, -6.825], [-4.607, 3.355, -5.590], [-5.903, 3.777, -3.659], [-6.394, 3.584, -1.269], [-6.377, 2.078, 0.751], [-4.097, -0.640, -1.287]], "lowdin_charge": [1.196, -0.092, -0.083, -0.271, -0.007, -0.008, -0.288, -0.012, -0.027, 0.031, 0.067, -0.245, 0.010, 0.001, -0.336, -0.192, -0.134, -0.077, -0.115, -0.022, 0.024, -0.062, 0.093, 0.096, 0.095, 0.117, 0.104, 0.107, 0.100, 0.115, 0.111, 0.102, 0.108, 0.092, -0.088, -0.155, -0.734, -0.001, -0.116, 0.093, 0.100, 0.110, 0.097, -0.042, -0.121, -0.132, -0.051, -0.183, 0.001, -0.025, -0.018, -0.265, 0.007, -0.124, 0.086, -0.188, 0.142, 0.108, 0.108, 0.115, 0.122, 0.118, 0.112, 0.110, 0.109, 0.105], "gap_ev": 6.16, "lumo_energy_ev": -0.81, "homo_ha": -0.256, "total_charge": 0, "multiplicity": 1}

=====

{"formula": "C28H46N2O15", "method": "ωB97M-V/def2-TZVPD", "elements": ["C", "C", "C", "O", "O", "C", "C", "C", "C", "O", "N", "C", "C", "C", "C", "C", "N", "H", "H", "H", "H", "H", "H", "H", "H", "H", "H", "H", "H", "H", "H", "H", "H", "H", "H", "H", "H", "H", "H", "C", "C", "C", "O", "C", "O", "O", "H", "H", "H", "H", "H", "H", "C", "C", "C", "O", "C", "O", "O", "H", "H", "H", "H", "H", "H", "C", "C", "C", "O", "C", "O", "O", "H", "H", "H", "H", "H", "H", "C", "C", "C", "O", "C", "O", "O", "H", "H", "H", "H", "H", "H"], "coordinates": [[1.907, -4.133, 2.653], [2.049, -2.646, 2.066], [0.744, -1.776, 2.429], [0.703, -1.258, 3.554], [-0.250, -1.646, 1.430], [-1.544, -2.100, 1.938], [-2.680, -1.765, 0.888], [-3.792, -0.720, 1.327], [-5.297, -1.284, 1.500], [-6.036, -1.564, 0.545], [-5.599, -1.337, 2.954], [-4.556, -0.657, 3.828], [-3.833, -1.817, 4.656], [-3.709, 0.108, 2.677], [-2.374, 0.886, 3.097], [-1.456, 1.366, 1.886], [-1.149, 2.832, 1.880], [0.846, -4.241, 3.068], [2.679, -4.322, 3.458], [2.016, -4.928, 1.852], [2.905, -2.127, 2.618], [2.201, -2.633, 0.934], [-1.722, -1.749, 2.998], [-1.462, -3.246, 1.993], [-3.219, -2.743, 0.618], [-2.189, -1.413, -0.079], [-3.912, 0.002, 0.455], [-6.383, -0.654, 2.973], [-5.028, -0.002, 4.629], [-4.396, -2.021, 5.617], [-3.803, -2.753, 3.992], [-2.750, -1.524, 4.852], [-4.419, 0.990, 2.455], [-2.718, 1.830, 3.657], [-1.806, 0.271, 3.884], [-0.445, 0.835, 2.014], [-1.830, 1.092, 0.851], [-1.311, 3.213, 0.935], [-1.700, 3.349, 2.572], [3.821, 0.236, -1.584], [4.142, -1.142, -2.115], [3.443, -1.474, -3.401], [3.362, -2.897, -3.340], [3.345, -3.229, -2.021], [3.093, -4.319, -1.600], [3.647, -2.154, -1.238], [4.254, 0.371, -0.591], [4.210, 1.012, -2.246], [2.743, 0.375, -1.475], [5.227, -1.272, -2.200], [4.005, -1.154, -4.279], [2.427, -1.072, -3.462], [0.872, 3.802, -1.764], [1.397, 3.723, -3.181], [0.389, 4.107, -4.225], [0.840, 3.373, -5.362], [1.490, 2.278, -4.885], [1.832, 1.348, -5.554], [1.697, 2.375, -3.542], [1.604, 3.392, -1.063], [0.655, 4.834, -1.482], [-0.038, 3.207, -1.648], [2.318, 4.309, -3.274], [0.386, 5.178, -4.431], [-0.630, 3.785, -3.988], [7.431, 0.288, 2.843], [6.654, 1.153, 1.875], [6.539, 2.589, 2.299], [5.328, 2.994, 1.666], [4.564, 1.874, 1.535], [3.413, 1.874, 1.220], [5.285, 0.752, 1.816], [7.373, -0.762, 2.546], [8.481, 0.585, 2.879], [7.013, 0.352, 3.851], [7.075, 1.062, 0.868], [7.378, 3.195, 1.956], [6.424, 2.717, 3.380], [-6.176, -1.812, -4.513], [-5.008, -0.910, -4.186], [-4.963, -0.469, -2.753], [-4.267, 0.773, -2.841], [-4.515, 1.270, -4.084], [-4.245, 2.380, -4.434], [-5.114, 0.337, -4.876], [-6.226, -1.995, -5.590], [-6.089, -2.770, -3.997], [-7.124, -1.346, -4.232], [-4.069, -1.384, -4.492], [-4.425, -1.170, -2.115], [-5.951, -0.282, -2.322]], "lowdin_charge": [-0.090, -0.116, -0.402, 0.069, -0.069, -0.158, -0.091, -0.174, -0.346, 0.047, 0.050, -0.284, -0.064, -0.224, -0.130, -0.244, -0.029, 0.077, 0.077, 0.076, 0.119, 0.103, 0.092, 0.138, 0.128, 0.125, 0.138, 0.130, 0.147, 0.082, 0.090, 0.068, 0.149, 0.114, 0.103, 0.103, 0.111, 0.055, 0.049, -0.009, -0.334, -0.099, 0.068, -0.545, 0.149, 0.072, 0.059, 0.097, 0.096, 0.160, 0.144, 0.142, -0.016, -0.342, -0.101, 0.070, -0.543, 0.151, 0.070, 0.085, 0.094, 0.086, 0.161, 0.142, 0.143, -0.021, -0.345, -0.105, 0.068, -0.552, 0.154, 0.076, 0.089, 0.091, 0.092, 0.160, 0.142, 0.142, -0.020, -0.342, -0.111, 0.056, -0.544, 0.153, 0.088, 0.088, 0.093, 0.092, 0.162, 0.133, 0.142], "smiles": "CCC(=O)OCC[C@H]1C(=O)N[C@@H](C)[C@H]1CCN.C[C@@H]1COC(=O)O1.C[C@@H]1COC(=O)O1.C[C@@H]1COC(=O)O1.C[C@@H]1COC(=O)O1", "gap_ev": 9.32, "lumo_energy_ev": 0.43, "homo_ha": -0.327, "total_charge": 0, "multiplicity": 1}

=====

{"formula": "C35H45Cl11N5Sn", "method": "ωB97M-V/def2-TZVPD", "elements": ["Sn", "Cl", "Cl", "C", "C", "Cl", "H", "H", "H", "H", "Cl", "C", "C", "Cl", "H", "H", "H", "H", "Cl", "C", "C", "Cl", "H", "H", "H", "H", "Cl", "C", "C", "Cl", "H", "H", "H", "H", "Cl", "C", "C", "Cl", "H", "H", "H", "H", "N", "C", "C", "C", "C", "C", "H", "H", "H", "H", "H", "N", "C", "C", "C", "C", "C", "H", "H", "H", "H", "H", "N", "C", "C", "C", "C", "C", "H", "H", "H", "H", "H", "N", "C", "C", "C", "C", "C", "H", "H", "H", "H", "H", "N", "C", "C", "C", "C", "C", "H", "H", "H", "H", "H"], "coordinates": [[-1.543, 0.369, -2.852], [0.428, -0.434, -0.040], [2.677, -5.419, 1.488], [2.954, -3.640, 1.667], [4.299, -3.244, 1.086], [5.599, -3.842, 2.122], [2.837, -3.409, 2.726], [2.224, -3.057, 1.106], [4.385, -2.158, 1.059], [4.405, -3.642, 0.077], [1.370, 2.752, 3.342], [1.952, 4.075, 4.409], [0.971, 5.331, 4.247], [0.801, 5.815, 2.534], [2.914, 4.363, 3.985], [2.097, 3.653, 5.403], [1.267, 6.253, 4.747], [-0.025, 5.137, 4.644], [-2.834, 1.846, 3.940], [-1.530, 0.706, 3.537], [-2.070, -0.607, 2.926], [-2.594, -1.637, 4.319], [-0.827, 0.603, 4.365], [-1.010, 1.266, 2.760], [-1.325, -1.264, 2.477], [-2.873, -0.553, 2.191], [4.529, 3.442, 0.349], [3.475, 2.030, 0.279], [4.310, 0.758, 0.450], [5.002, -0.013, -1.025], [2.878, 1.995, -0.632], [2.818, 2.146, 1.141], [3.684, -0.046, 0.835], [5.096, 0.977, 1.173], [-0.466, -4.624, 2.214], [-0.583, -5.239, 3.854], [-0.844, -6.750, 3.800], [-0.571, -7.395, 5.435], [-1.356, -4.629, 4.321], [0.318, -5.008, 4.421], [-0.044, -7.179, 3.197], [-1.802, -7.153, 3.472], [-0.509, 3.142, -2.281], [0.367, 3.369, -1.286], [0.660, 4.721, -0.961], [0.322, 5.765, -1.782], [-0.497, 5.458, -2.868], [-0.927, 4.155, -3.079], [0.560, 2.550, -0.609], [1.162, 5.016, -0.052], [0.596, 6.787, -1.567], [-0.871, 6.202, -3.556], [-1.648, 3.906, -3.844], [-0.510, -2.686, -2.993], [-1.380, -3.744, -3.190], [-1.002, -5.102, -3.160], [0.333, -5.449, -2.899], [1.113, -4.426, -2.440], [0.659, -3.122, -2.522], [-2.424, -3.474, -3.245], [-1.655, -5.919, -3.428], [0.765, -6.438, -2.925], [2.136, -4.612, -2.146], [1.269, -2.269, -2.264], [-3.211, -1.488, -1.088], [-2.751, -2.539, -0.410], [-3.434, -3.410, 0.411], [-4.820, -3.153, 0.499], [-5.393, -2.081, -0.186], [-4.539, -1.319, -1.045], [-1.698, -2.706, -0.583], [-2.859, -4.195, 0.880], [-5.398, -3.775, 1.166], [-6.458, -1.917, -0.117], [-4.961, -0.376, -1.362], [1.510, 1.142, -3.784], [2.566, 0.335, -3.548], [3.815, 0.447, -4.180], [3.993, 1.533, -5.056], [2.925, 2.299, -5.401], [1.682, 2.128, -4.758], [2.451, -0.310, -2.690], [4.653, -0.129, -3.817], [4.957, 1.684, -5.518], [3.066, 3.061, -6.153], [0.835, 2.792, -4.846], [-3.036, 1.840, -0.561], [-4.178, 2.527, -0.630], [-4.502, 3.708, 0.053], [-3.508, 4.229, 0.912], [-2.298, 3.540, 1.002], [-2.119, 2.391, 0.326], [-4.995, 2.208, -1.260], [-5.455, 4.188, -0.113], [-3.751, 5.116, 1.477], [-1.447, 3.914, 1.551], [-1.152, 1.912, 0.377]], "lowdin_charge": [1.256, -0.291, 0.499, -0.650, -0.684, 0.567, 0.069, 0.044, 0.032, 0.068, 0.564, -0.558, -0.601, 0.541, 0.059, 0.073, 0.064, 0.063, 0.564, -0.677, -0.617, 0.523, 0.064, -0.006, 0.024, 0.060, 0.572, -0.677, -0.628, 0.578, 0.045, 0.002, 0.032, 0.067, 0.577, -0.667, -0.650, 0.557, 0.048, 0.069, 0.055, 0.072, -0.026, -0.128, -0.048, -0.043, -0.049, -0.152, 0.058, 0.056, 0.119, 0.108, 0.102, 0.013, -0.139, -0.044, -0.050, -0.062, -0.183, 0.094, 0.105, 0.118, 0.109, 0.054, -0.007, -0.200, -0.035, -0.045, -0.034, -0.143, 0.071, 0.065, 0.110, 0.104, 0.084, 0.007, -0.171, -0.060, -0.065, -0.071, -0.101, 0.060, 0.075, 0.115, 0.107, 0.080, 0.028, -0.172, -0.035, -0.025, -0.103, -0.188, 0.096, 0.106, 0.113, 0.087, 0.032], "gap_ev": 7.20, "lumo_energy_ev": -4.47, "homo_ha": -0.429, "total_charge": 1, "multiplicity": 1}

=====

{"formula": "C8H7NO", "method": "ωB97M-V/def2-TZVPD", "elements": ["N", "C", "C", "O", "C", "C", "C", "C", "C", "C", "H", "H", "H", "H", "H", "H", "H"], "coordinates": [[-3.882, -0.914, -0.180], [-2.920, -0.350, 0.058], [-1.742, 0.556, 0.353], [-1.972, 1.743, -0.394], [-0.220, 0.136, 0.232], [0.767, 1.100, 0.170], [2.081, 0.702, -0.016], [2.402, -0.639, -0.142], [1.405, -1.599, -0.076], [0.089, -1.211, 0.104], [-1.892, 0.860, 1.403], [-1.860, 1.555, -1.333], [0.512, 2.146, 0.251], [2.859, 1.450, -0.080], [3.427, -0.939, -0.301], [1.644, -2.646, -0.183], [-0.697, -1.949, 0.134]], "lowdin_charge": [0.155, -0.153, -0.284, -0.031, -0.165, -0.040, -0.077, -0.087, -0.078, -0.043, 0.154, 0.109, 0.117, 0.105, 0.103, 0.104, 0.110], "smiles": "N#C[C@H](O)c1ccccc1", "gap_ev": 10.54, "lumo_energy_ev": 0.69, "homo_ha": -0.362, "total_charge": 0, "multiplicity": 1}